1.
Below is one molecule with the formula C8H10O2S in a non-equilibrium geometry, with properties calculated with ωB97M-V/def2-TZVPD.

As for the SMILES: C=[S@](=O)(OC)c1ccccc1. Its strongest force on any atom is 4.3 eV/Å. For the HOMO-LUMO gap, the calculation gives 0.3329 Ha. Its energy above the lowest of the compared OMol25 structures with the same formula, charge and spin is 4.491 eV.

Geometry as XYZ:
```
21
Properties=species:S:1:pos:R:3:forces:R:3
C 0.16594 2.27818 1.61722 -0.97 -2.32 -1.34
S -0.60730 1.24485 0.52301 0.72 -1.20 -0.43
O -1.75679 1.84116 -0.16996 1.26 -0.72 0.73
O -0.99452 -0.07930 1.39809 -0.37 0.14 -0.90
C -1.84302 0.12821 2.53409 2.44 3.44 0.59
C 0.38701 -0.03021 -0.81709 -1.90 1.88 1.84
C -0.01878 0.10006 -2.11856 1.75 -0.87 0.83
C 0.71357 -0.61705 -3.07182 -0.26 1.02 0.20
C 1.79398 -1.30442 -2.66725 2.62 -2.34 0.78
C 2.13155 -1.47284 -1.30657 0.64 -0.42 -0.49
C 1.39350 -0.87547 -0.36794 -1.97 1.66 0.19
H 0.00669 3.23594 1.25748 -0.23 1.95 -0.53
H 1.17153 2.01505 1.85702 0.49 -0.39 0.27
H -1.50242 1.17595 2.93578 -0.76 -2.05 -0.08
H -1.66881 -0.66233 3.19600 0.59 -1.00 1.08
H -2.86120 0.17077 2.34765 -1.93 0.04 -1.10
H -0.73141 0.80712 -2.35146 -1.65 1.23 -0.63
H 0.61632 -0.49212 -4.12147 -0.71 0.10 -0.71
H 2.44970 -1.83296 -3.36649 -0.38 0.38 -0.08
H 2.94681 -1.96555 -0.78606 0.44 -0.68 -1.39
H 1.57370 -1.06475 0.65075 0.19 0.17 1.18
```
Positions in Å, forces in eV/Å.

Results of the Mulliken charge analysis, in e, for atoms 1 through 2: C -0.94; S 1.05



2.
Below is one molecule with the formula C8H10O2S in a non-equilibrium geometry, with properties calculated with ωB97M-V/def2-TZVPD.

As for the SMILES: C=C[C@]12CC[C@H]1C=CS2(=O)=O. Its strongest force on any atom is 3.6 eV/Å. For the HOMO-LUMO gap, the calculation gives 0.3972 Ha. Its energy above the lowest of the compared OMol25 structures with the same formula, charge and spin is 3.333 eV.

Geometry as XYZ:
```
21
Properties=species:S:1:pos:R:3:forces:R:3
C -1.12602 2.36543 0.50383 -2.16 -0.21 -0.92
C -0.01393 1.72212 0.63614 1.07 -0.29 -0.06
C 0.12409 0.42277 -0.02248 0.67 -0.80 -0.58
C -0.55075 0.22974 -1.40274 0.76 -0.55 0.59
C -1.28266 -1.01212 -0.82287 -3.17 0.91 -0.58
C -0.58377 -0.84424 0.54062 2.26 -0.24 -2.67
C 0.43135 -1.85891 0.98628 -0.76 0.43 0.12
C 1.70175 -1.64016 0.78137 0.39 1.31 -0.68
S 1.83518 -0.11086 -0.24146 0.14 -2.67 0.70
O 2.74219 0.77673 0.37001 1.32 1.63 0.86
O 2.06256 -0.52865 -1.59846 0.31 0.01 -0.22
H -1.16771 3.27346 0.98552 -0.59 2.08 0.84
H -2.00223 2.03266 -0.07437 0.49 0.09 0.44
H 0.76754 2.27174 1.13716 0.51 -0.65 0.24
H 0.31254 0.03328 -2.04429 -1.04 -0.16 -0.70
H -1.10420 1.08641 -1.75044 -0.38 -0.02 -0.04
H -2.46308 -0.83762 -0.82462 2.47 -0.40 0.33
H -1.13927 -1.94774 -1.32952 0.29 -0.43 -0.20
H -1.13811 -0.63078 1.35263 -2.41 0.80 2.54
H 0.05197 -2.62251 1.60981 -0.18 -1.06 0.45
H 2.54257 -2.18073 1.20788 -0.03 0.20 -0.46
```
Positions in Å, forces in eV/Å.

Results of the Mulliken charge analysis, in e, for atoms 1 through 2: C -0.92; C -0.62



Q: The lowest energy above the lowest of the compared OMol25 structures with the same formula, charge and spin belongs to which entry?
A: number 2